[1]
18
Properties=species:S:1:pos:R:3:mulliken_charge:R:1 method="wB97M-V/def2-TZVPD" e_above_lowest_kj_mol=535.0 spin_multiplicity=1 energy_ev=-8896.15248 homo_lumo_gap_ha=0.321
C 0.96 -1.97 -0.23 -1.11
C -1.30 -0.18 0.44 -1.29
C 0.80 -0.77 0.63 0.59
N 1.23 -0.48 1.74 -0.63
H 1.00 0.40 2.19 0.26
H 0.46 -2.82 0.25 0.33
H 0.52 -1.80 -1.21 0.33
H -1.35 0.36 1.39 0.31
H -2.11 0.13 -0.21 0.46
H -1.42 -1.25 0.61 0.37
H 2.02 -2.19 -0.33 0.36
C -0.29 2.09 -0.52 -1.13
C -0.11 0.63 -0.90 0.73
O -0.38 0.16 -2.01 -0.67
H 0.96 0.35 -0.47 0.09
H 0.32 2.68 -1.21 0.37
H -1.33 2.38 -0.65 0.34
H 0.02 2.30 0.50 0.27

[2]
18
Properties=species:S:1:pos:R:3:mulliken_charge:R:1 method="wB97M-V/def2-TZVPD" e_above_lowest_kj_mol=217.5 spin_multiplicity=1 energy_ev=-8899.44323 homo_lumo_gap_ha=0.380 smiles=C[C@H]1CN1CCO
C 1.80 0.30 -1.45 -1.35
C 1.05 -0.56 -0.45 0.30
C 1.44 -0.63 0.98 -0.57
N 0.31 0.18 0.56 -0.23
C -1.03 -0.24 0.96 -0.66
C -2.10 0.18 -0.05 -0.33
O -2.60 1.46 0.32 -0.55
H 1.12 0.67 -2.22 0.28
H 2.61 -0.26 -1.94 0.34
H 2.23 1.16 -0.93 0.32
H 0.59 -1.47 -0.86 0.38
H 2.31 -0.10 1.34 0.24
H 1.24 -1.57 1.49 0.27
H -1.09 -1.29 1.28 0.35
H -1.35 0.40 1.79 0.37
H -1.72 0.20 -1.08 0.24
H -2.95 -0.51 -0.01 0.28
H -1.85 2.08 0.27 0.32